(1)
DFT (the ωB97M-V functional and the def2-TZVPD basis) results for a cluster of 7 separate species, C42H37B3BrF13O3 in total in a non-equilibrium geometry.

The structure (SMILES) is CC[C@H](Br)B1OBOB(C(F)(F)C(F)(F)C(F)(F)F)O1.Fc1ccccc1.Fc1ccccc1.Fc1ccccc1.Fc1ccccc1.Fc1ccccc1.Fc1ccccc1. The HOMO energy comes out at -9.0130 eV. The energy relative to the best compared isomer or geometry (same formula, charge and spin) comes out at 2.353 eV.

Positions of all 99 atoms, in Å:
C (6.006, -0.288, 0.726)
C (5.250, 0.458, -0.491)
C (4.148, -0.524, -1.110)
Br (3.581, 0.265, -2.884)
B (2.807, -0.674, -0.207)
O (2.791, -0.755, 1.225)
B (1.451, -1.019, 1.685)
O (0.402, -0.190, 1.147)
B (0.651, 0.122, -0.232)
C (-0.113, 1.401, -0.887)
F (-1.486, 1.448, -0.512)
F (-0.108, 1.182, -2.303)
C (0.590, 2.815, -0.657)
F (-0.424, 3.795, -0.850)
F (1.583, 3.117, -1.594)
C (1.157, 3.063, 0.810)
F (1.282, 4.464, 0.955)
F (2.468, 2.572, 0.984)
F (0.298, 2.664, 1.831)
O (1.539, -0.765, -0.936)
H (6.782, 0.456, 1.110)
H (5.304, -0.492, 1.596)
H (6.497, -1.282, 0.404)
H (6.021, 0.803, -1.251)
H (4.745, 1.381, -0.050)
H (4.531, -1.575, -1.312)
H (1.248, -1.887, 2.464)
F (1.801, -2.589, 4.490)
C (0.770, -3.384, 4.828)
C (0.193, -3.253, 6.080)
C (-0.876, -4.071, 6.427)
C (-1.349, -5.017, 5.522)
C (-0.758, -5.142, 4.268)
C (0.304, -4.317, 3.916)
H (0.580, -2.517, 6.775)
H (-1.340, -3.973, 7.402)
H (-2.180, -5.658, 5.795)
H (-1.125, -5.882, 3.566)
H (0.771, -4.395, 2.941)
F (5.336, -3.147, -3.136)
C (4.450, -3.837, -3.873)
C (4.882, -4.516, -5.001)
C (3.964, -5.232, -5.761)
C (2.623, -5.253, -5.391)
C (2.199, -4.564, -4.259)
C (3.117, -3.856, -3.493)
H (5.929, -4.482, -5.278)
H (4.294, -5.773, -6.641)
H (1.907, -5.809, -5.987)
H (1.153, -4.578, -3.975)
H (2.805, -3.321, -2.603)
F (-7.075, 1.253, 3.115)
C (-6.192, 1.689, 2.199)
C (-6.655, 2.184, 0.991)
C (-5.743, 2.640, 0.045)
C (-4.378, 2.586, 0.316)
C (-3.925, 2.082, 1.532)
C (-4.837, 1.636, 2.482)
H (-7.720, 2.210, 0.795)
H (-6.093, 3.036, -0.900)
H (-3.667, 2.937, -0.424)
H (-2.861, 2.037, 1.739)
H (-4.503, 1.249, 3.437)
F (-6.823, 7.751, 5.434)
C (-7.078, 6.964, 4.376)
C (-7.298, 5.610, 4.572)
C (-7.567, 4.797, 3.477)
C (-7.603, 5.345, 2.198)
C (-7.376, 6.705, 2.013)
C (-7.117, 7.521, 3.108)
H (-7.258, 5.201, 5.575)
H (-7.748, 3.737, 3.620)
H (-7.808, 4.709, 1.344)
H (-7.400, 7.129, 1.015)
H (-6.947, 8.584, 2.984)
F (7.609, -3.073, 0.842)
C (7.817, -4.262, 0.248)
C (8.501, -5.256, 0.929)
C (8.708, -6.485, 0.312)
C (8.238, -6.701, -0.981)
C (7.557, -5.692, -1.655)
C (7.341, -4.467, -1.034)
H (8.867, -5.066, 1.931)
H (9.236, -7.273, 0.837)
H (8.403, -7.659, -1.463)
H (7.194, -5.859, -2.663)
H (6.806, -3.673, -1.538)
F (-6.192, 3.283, -2.917)
C (-5.309, 3.719, -3.834)
C (-5.772, 4.214, -5.042)
C (-4.860, 4.669, -5.988)
C (-3.495, 4.614, -5.719)
C (-3.042, 4.110, -4.504)
C (-3.954, 3.665, -3.553)
H (-6.838, 4.241, -5.237)
H (-5.212, 5.065, -6.934)
H (-2.784, 4.965, -6.459)
H (-1.978, 4.064, -4.297)
H (-3.619, 3.277, -2.599)

Atom charges from the Mulliken analysis, given in e for atoms 1 to 4:
1 C -0.67
2 C -0.28
3 C -0.03
4 Br -0.17

(2)
DFT (the ωB97M-V functional and the def2-TZVPD basis) results for a cluster of 3 separate species, C42H37BF9IN3O5 in total in a non-equilibrium geometry.

As for the charge: +1. The HOMO energy comes out at -11.2179 eV.

Positions of all 98 atoms, in Å:
C (4.379, -1.212, 4.286)
C (3.358, 0.060, 3.922)
B (1.936, -0.279, 4.674)
O (1.881, -0.059, 6.163)
C (0.572, -0.879, 3.982)
C (-0.810, 0.048, 4.152)
N (-1.862, -0.769, 3.370)
C (-3.028, 0.086, 2.939)
C (-4.196, 0.315, 4.061)
C (-4.632, -1.007, 4.918)
F (-6.143, -0.991, 4.966)
F (-4.285, -2.311, 4.279)
C (-4.173, -0.936, 6.525)
F (-5.329, -0.275, 7.239)
F (-3.011, -0.024, 6.750)
C (-4.010, -2.413, 7.220)
F (-5.166, -3.331, 6.937)
F (-4.043, -2.181, 8.713)
C (-2.588, -3.172, 6.922)
F (-1.731, -2.529, 5.900)
F (-1.894, -3.448, 8.220)
F (-2.945, -4.529, 6.365)
C (-0.990, -1.388, 2.298)
N (-1.259, -2.233, 1.250)
C (-2.669, -2.712, 0.990)
C (-2.800, -4.324, 0.698)
C (-2.261, -5.196, 2.004)
I (-1.906, -4.977, -1.197)
N (0.502, -1.029, 2.461)
H (3.763, -2.193, 4.051)
H (4.689, -1.126, 5.420)
H (5.285, -1.117, 3.547)
H (3.135, 0.149, 2.773)
H (3.786, 1.034, 4.415)
H (1.823, -0.966, 6.620)
H (0.327, -1.917, 4.489)
H (-0.558, 1.127, 3.773)
H (-0.895, 0.086, 5.318)
H (-3.558, -0.253, 1.948)
H (-2.577, 1.166, 2.704)
H (-3.891, 1.253, 4.715)
H (-5.167, 0.666, 3.461)
H (-0.509, -2.604, 0.593)
H (-3.453, -2.432, 1.813)
H (-3.030, -2.169, -0.010)
H (-3.968, -4.546, 0.611)
H (-1.143, -5.498, 1.821)
H (-2.408, -4.483, 2.945)
H (-2.991, -6.104, 2.151)
H (0.523, -0.016, 2.192)
C (-1.068, 7.019, 2.332)
C (-0.941, 5.806, 3.007)
C (-0.436, 4.687, 2.344)
C (-0.067, 4.778, 0.996)
C (-0.217, 5.985, 0.314)
C (-0.708, 7.111, 0.986)
C (0.122, 6.080, -1.121)
O (-0.006, 7.140, -1.720)
C (0.609, 4.876, -1.825)
C (0.879, 4.937, -3.198)
C (1.352, 3.808, -3.869)
C (1.566, 2.620, -3.170)
C (1.292, 2.555, -1.803)
C (0.803, 3.683, -1.131)
C (0.483, 3.594, 0.307)
O (0.666, 2.549, 0.921)
H (-1.454, 7.894, 2.851)
H (-1.234, 5.731, 4.052)
H (-0.335, 3.744, 2.879)
H (-0.815, 8.060, 0.464)
H (0.717, 5.862, -3.750)
H (1.556, 3.856, -4.936)
H (1.941, 1.742, -3.691)
H (1.457, 1.622, -1.265)
C (3.628, 1.755, -9.527)
C (4.118, 0.803, -10.420)
C (3.937, -0.557, -10.159)
C (3.275, -0.965, -8.995)
C (2.807, -0.013, -8.090)
C (2.973, 1.351, -8.362)
C (2.151, -0.433, -6.835)
O (1.737, 0.402, -6.041)
C (2.011, -1.875, -6.546)
C (1.443, -2.287, -5.333)
C (1.294, -3.648, -5.058)
C (1.702, -4.598, -5.994)
C (2.273, -4.190, -7.200)
C (2.436, -2.825, -7.472)
C (3.074, -2.405, -8.736)
O (3.436, -3.239, -9.557)
H (3.760, 2.815, -9.735)
H (4.639, 1.118, -11.321)
H (4.318, -1.295, -10.863)
H (2.598, 2.100, -7.667)
H (1.120, -1.552, -4.599)
H (0.858, -3.966, -4.113)
H (1.579, -5.658, -5.783)
H (2.593, -4.938, -7.924)

Atom charges from the Mulliken analysis, given in e for atoms 1 to 4:
1 C -0.86
2 C -0.28
3 B 0.24
4 O -0.62

no.,HOMO-LUMO gap (eV)
1,8.6
2,7.5